1.
A structure of composition C46H43N5O8P2SY at a distorted geometry. Source: OMol25; level of theory: the ωB97M-V functional and the def2-TZVPD basis.

Geometry (Å):
H -1.0885 -5.0912 -5.6910
H 5.3566 -3.3071 0.9127
H -2.4744 -1.2178 -2.3344
N -1.7290 -1.0709 -1.6591
C 0.3751 4.0741 4.7748
C -0.5617 -1.1081 2.9425
P -0.6851 -2.5256 -1.5113
O 0.6517 1.8930 0.0432
C -4.8765 1.8988 -0.0352
C -3.6013 -4.7181 -3.4522
H 1.6175 2.7198 5.8802
C -3.1015 -0.3807 2.7310
O 1.6439 -1.0015 3.3790
H -3.6217 0.3792 2.1461
C -0.0998 4.4329 3.5203
C -2.8503 2.8129 -4.7173
C -2.5119 2.0551 -5.8314
C 4.9745 4.8158 0.1832
C -2.4557 2.4089 -3.4503
H 3.6026 5.5992 -1.2714
C -2.9439 -3.9365 -2.5131
N 5.2255 -0.1544 -1.0788
O 6.3329 -3.1303 0.6430
C 3.7734 4.8470 -0.5125
O -2.6492 -0.8107 -0.3062
H -1.6480 -2.4469 4.2785
H -2.3622 -5.2311 3.5258
H -2.0503 -1.3889 1.2048
P -1.1357 0.6720 -1.6346
H -3.4720 -3.6205 -1.6199
H -4.2246 0.6151 -1.5857
N -1.4806 -0.9821 0.4795
C 4.2047 2.9075 1.4251
C -1.6118 -4.7682 -4.7995
O 3.9720 -3.4600 1.2304
H -4.6330 -5.0047 -3.2883
H -1.2849 -6.4767 1.6652
H 2.6102 1.7532 -1.9654
H -2.7212 -2.8039 3.2707
O 7.5076 -1.6324 -0.5027
C -0.7903 -1.8262 4.2428
C 2.7903 3.9077 -0.2406
H 3.9767 1.3965 -3.0232
C -1.6127 -3.5660 -2.7046
C -1.7698 0.8937 -5.6679
H -0.7815 -0.4110 -4.2891
H 6.0655 0.2334 -1.4776
H 6.1265 3.8142 1.6935
H -1.4863 0.3041 -6.5312
H -0.7887 5.2610 3.4154
C -1.7312 1.2288 -3.2686
C 3.0073 2.9507 0.7309
C 3.2342 -2.5600 0.7791
C -1.0973 -4.7554 0.4112
C -3.9070 1.2889 -0.7983
C 1.2521 3.0079 4.9033
C -0.9564 -3.9864 -3.8571
H 4.3807 2.1485 2.1796
C 1.1869 2.6733 2.5293
H -3.4464 -5.7481 -5.3304
H 4.2183 2.4040 -1.5907
C -1.3790 0.4883 -4.3995
H 5.7432 5.5470 -0.0306
C 5.1903 3.8430 1.1520
H -2.8164 2.3743 -6.8209
C -3.1749 3.0198 1.2143
C -1.8807 -2.6940 1.3135
Y 0.8140 -0.7236 0.0134
H -0.6372 -5.3531 -0.3758
H -1.1680 2.5969 0.6277
C 6.4461 -2.0384 -0.0720
H -2.8704 3.6958 2.0065
O 1.0083 -0.7201 -1.9681
C 3.9726 0.3310 -1.1913
S 1.7290 1.7354 1.0861
C -2.0653 -4.7132 2.6169
C -2.2632 -3.3572 2.4829
C 3.8759 -1.4664 -0.0156
C -1.2963 -3.3852 0.1881
N 3.1200 -0.4424 -0.5444
C 3.6783 1.5464 -1.9837
H 0.0565 4.6232 5.6516
C 5.1938 -1.3030 -0.3349
H 2.4227 -0.7708 2.8613
H -3.7720 -1.2388 2.8614
H -0.0726 4.0092 1.4219
H -5.2670 3.2573 1.5999
N 0.5851 -0.7014 2.4739
H -2.8879 0.0481 3.7115
H -5.9230 1.6925 -0.2271
H 2.3320 1.4650 3.8884
H 0.0768 -3.7034 -4.0241
C 1.6568 2.3042 3.7788
C 0.3030 3.7293 2.3967
H -2.7166 3.0305 -2.6035
C -2.1988 2.3920 0.4262
O 1.9846 -2.4585 0.9179
H -0.8839 -1.0786 5.0399
C -1.8241 -0.7933 2.0643
C -1.4632 -5.4122 1.5736
H -3.4198 3.7270 -4.8352
C -4.5098 2.7779 0.9906
H 1.8538 3.9239 -0.7861
C -2.5316 1.5173 -0.5842
H 0.0695 -2.4617 4.4539
C -2.9348 -5.1358 -4.5976

Values from the calculation:
Calculated total energy   -3773.1339 hartree
Energy relative to the best compared isomer or geometry (same formula, charge and spin)   429.0 kcal/mol
E_LUMO (alpha / beta)   0.0703 / 0.0703 Ha
Net charge   -1
HOMO-LUMO gap (alpha / beta)   4.89 / 4.30 eV

Atomic partial charges in e from the Mulliken method, atoms 1 to 8: 0.40, 0.44, 0.76, -0.43, -0.55, -0.38, 0.91, -0.02

=====

2.
An isolated molecule of C5H9NO4. Source: OMol25; level of theory: the ωB97M-V functional and the def2-TZVPD basis.

Geometry (Å):
C -1.8833 0.4342 0.7978
H -1.9171 1.5330 -1.0399
H -2.7046 0.9980 1.2335
H -0.7673 2.1367 0.1604
H -0.3966 -0.4737 -1.4325
C 3.1325 -0.9781 0.1764
N -2.5007 -0.7853 0.1850
O -1.8421 -1.8118 0.1734
O -3.6033 -0.6547 -0.3156
C 1.0886 0.1255 -0.0306
H 3.7729 -1.5930 -0.4460
O 1.1575 0.4758 1.1279
H -1.1829 0.0844 1.5558
O 2.0318 -0.5990 -0.6467
C -1.1717 1.2260 -0.2936
C -0.0444 0.4590 -0.9785
H 2.7866 -1.5437 1.0468
H 0.3758 1.0602 -1.7979
H 3.6684 -0.0935 0.5242

Values from the calculation:
Structure (SMILES)   COC(=O)CCC[N+](=O)[O-]
Calculated total energy   -551.5602 hartree
Energy relative to the best compared isomer or geometry (same formula, charge and spin)   81.3 kcal/mol
E_LUMO   0.0127 Ha
HOMO-LUMO gap   11.13 eV

Atomic partial charges in e from the Mulliken method, atoms 1 to 8: -0.53, 0.38, 0.30, 0.33, 0.30, -0.65, 0.89, -0.52

=====

3.
An isolated molecule of C4H5Br at a distorted geometry. Source: OMol25; level of theory: the ωB97M-V functional and the def2-TZVPD basis.

Geometry (Å):
H -0.7427 0.9569 -1.5422
C -1.4968 0.2535 0.2324
H 2.4869 -0.9800 0.5556
H -1.2390 -0.1868 1.1340
Br -3.3157 0.6212 0.1582
C 0.9039 0.1114 -0.4338
H 1.5712 0.7795 -1.0908
C -0.5556 0.5479 -0.6391
H 0.9785 -1.3675 1.1691
C 1.4093 -0.7361 0.4568

Values from the calculation:
Structure (SMILES)   C=C/C=C/Br
Calculated total energy   -2729.3565 hartree
Energy relative to the best compared isomer or geometry (same formula, charge and spin)   9.0 kcal/mol
E_LUMO   0.0243 Ha
HOMO-LUMO gap   9.69 eV

Atomic partial charges in e from the Mulliken method, atoms 1 to 8: 0.43, -0.52, 0.21, 0.32, -0.13, 0.07, 0.21, -0.09

=====

4.
A cluster of 2 separate species, C6H12O in total at a distorted geometry. Source: OMol25; level of theory: the ωB97M-V functional and the def2-TZVPD basis.

Geometry (Å):
C -0.3105 1.0463 0.1234
H 1.2889 2.9390 1.2106
C -0.9861 -0.2363 -0.3237
H 0.8275 -0.1025 1.6000
H 0.1899 1.5431 -0.7287
C 0.6757 0.9123 1.2614
C 1.4052 1.9601 1.6752
H -1.1118 1.7365 0.4663
H -0.6311 -2.4018 -0.0760
H 1.7001 -1.3471 -2.4702
H -2.0047 -1.7283 0.7659
H 2.0016 1.8833 2.5834
H -1.7350 0.8160 -1.9715
H -2.3437 -0.9661 -1.8500
C -0.9486 -1.4958 0.4690
H 1.9101 -1.7048 -0.9913
O 2.2895 -1.2175 -1.7250
C -1.7502 -0.1335 -1.4589
H -0.4667 -1.5029 1.4402

Values from the calculation:
Calculated total energy   -310.9359 hartree
Energy relative to the best compared isomer or geometry (same formula, charge and spin)   42.5 kcal/mol
2S+1   2
E_LUMO (alpha / beta)   0.1493 / 0.1437 Ha
Net charge   -1
HOMO-LUMO gap (alpha / beta)   2.96 / 7.46 eV
<S²>   0.75

Atomic partial charges in e from the Mulliken method, atoms 1 to 8: -0.43, 0.30, 0.66, 0.17, 0.16, -0.05, -0.99, 0.23

=====

5.
A structure of composition C21H43O22Tl at a distorted geometry. Source: OMol25; level of theory: the ωB97M-V functional and the def2-TZVPD basis.

Geometry (Å):
H 3.4207 5.9644 0.9967
H -4.1752 2.8671 4.4829
H 0.4171 4.1895 4.9557
H -0.0384 -1.4192 2.6479
C 3.6094 3.3669 1.6032
C 2.7128 -4.2429 2.4215
H 4.7074 -1.0406 -1.0358
H -3.9366 -4.4017 -4.0553
C -3.6315 2.9181 3.5480
O -3.5509 0.0634 1.5166
H 0.4202 0.2290 -0.4918
C 3.8292 5.7148 1.9821
H 2.8286 0.9093 2.6109
H 0.4274 -4.0571 -0.2844
C -1.8035 -4.0987 -1.6273
H -3.1816 -1.5024 0.2734
C 4.8260 2.1793 -1.7233
H 2.8804 1.0155 0.8582
C -6.7608 -2.6212 -3.2586
H -7.4110 -1.7600 -3.4067
H -0.8945 -3.4997 0.7636
H 4.1694 0.1527 1.7686
C 1.2689 3.5659 4.6944
H 1.6702 -3.9729 2.6103
H 2.8792 -1.0817 -1.0842
Tl -0.2640 3.7866 -0.1870
H 2.7783 -5.3145 2.5757
H -2.9711 0.5663 -3.8681
O 3.8911 1.4388 -2.5443
O 1.9292 0.9153 -3.2884
C 2.6256 1.7775 -2.5575
O 3.8282 -2.8337 -0.5016
H 0.2187 -2.3258 0.0976
H 3.3464 -3.6763 3.1029
O 2.8598 -1.8454 1.2377
O -0.1596 1.0121 -0.5863
H 5.0833 3.1070 -2.2248
H 5.6950 1.5374 -1.6207
H -2.3065 -0.9100 -4.4468
H 2.0307 3.5495 5.4685
O 0.1874 0.4175 3.5624
H 0.3046 2.0582 -3.7976
O -1.7756 -5.1346 -1.0351
C -0.0187 -0.3705 2.3961
O -3.6449 -1.1460 -2.8642
H -7.1791 -3.3101 -2.5374
O -2.4786 -3.8327 -2.7208
H 0.0128 0.3292 -3.8674
O 4.3844 4.3823 1.9533
H 0.7424 -0.1244 1.6588
O -5.0477 -1.1162 -4.5965
H -2.9162 -5.7104 -3.5559
O 0.0683 2.3763 2.4569
H 2.9485 5.7702 2.6239
C 0.3730 1.7283 3.4225
C -3.3983 -4.7961 -3.1994
C 3.8171 -1.6252 -1.2449
H -2.6307 0.0042 -0.3948
O 2.5447 3.4698 1.0345
O -2.5548 2.0693 1.1499
C -0.2982 -3.2608 -0.1178
H -6.6305 -3.1061 -4.2235
H -1.8930 -0.1997 -2.7867
C -4.7794 -1.4192 -3.4855
O -5.5302 -2.1448 -2.6914
O 3.1761 -4.0284 1.0832
O -3.6622 1.5456 3.0587
H 0.1081 1.1534 -2.2904
O 2.1171 2.7054 -1.9680
H -4.0871 -5.1193 -2.4197
H 3.7712 -1.8816 -2.3030
H 4.6181 6.3882 2.2765
O -1.0141 -3.0578 -1.3249
C -3.1662 1.2923 1.8794
H -2.6281 3.3137 3.6795
C 3.5010 0.9989 1.7542
H -4.4509 -0.4569 -0.2259
H -0.9599 -0.0712 1.9131
O 4.2114 2.2239 1.8990
H 4.4204 2.3492 -0.7363
C 3.2654 -2.8085 0.6734
C -3.4399 -0.4425 0.1784
H -4.1750 3.5362 2.8317
C 0.5388 1.0992 -3.3139
O 0.9026 2.1867 4.5279
H 1.7284 3.9746 3.7946
C -2.6505 -0.4328 -3.5305

Values from the calculation:
Calculated total energy   -2652.9586 hartree
Energy relative to the best compared isomer or geometry (same formula, charge and spin)   0.0 kcal/mol
E_LUMO   -0.4679 Ha
Net charge   +2
HOMO-LUMO gap   2.33 eV

Atomic partial charges in e from the Mulliken method, atoms 1 to 8: 0.27, 0.25, 0.33, 0.26, 0.57, -0.63, 0.35, 0.24

=====

6.
A cluster of 2 separate species, C3H7N2 in total at a distorted geometry. Source: OMol25; level of theory: the ωB97M-V functional and the def2-TZVPD basis.

Geometry (Å):
H -1.5629 -0.9463 0.2247
N -0.4940 1.2386 1.7358
C 0.0368 0.1704 -0.4749
H -1.7003 -0.0840 -1.4838
N -0.8103 1.1399 2.7697
H -0.8159 -1.6351 -1.3609
H -0.3234 1.1904 -0.4482
H 1.8182 0.9671 0.1807
C -1.0857 -0.7152 -0.8511
H 2.0996 -0.6007 -0.8475
C 1.4627 0.0102 -0.1032
H 1.3752 -0.7351 0.6586

Values from the calculation:
Calculated total energy   -227.6950 hartree
Energy relative to the best compared isomer or geometry (same formula, charge and spin)   37.2 kcal/mol
E_LUMO   -0.2487 Ha
Net charge   +1
HOMO-LUMO gap   11.54 eV

Atomic partial charges in e from the Mulliken method, atoms 1 to 8: 0.31, 0.28, 0.16, 0.33, -0.29, 0.35, 0.39, 0.31